Entry 1:
DFT (ωB97M-V with the def2-TZVPD basis set) results for a molecular structure, C8F11NO4S3SbSe4W.

CARTESIAN COORDINATES (ANGSTROEM)
S  2.622  -3.095  1.761
O  3.856  -3.871  1.820
Se  0.371  2.728  2.679
C  -3.072  1.410  -0.711
Sb  1.021  4.431  0.847
S  1.472  -2.058  -0.518
C  -0.743  1.988  -1.054
N  1.918  -3.308  0.246
F  1.358  -5.428  2.083
Se  3.257  5.078  0.971
F  -0.456  -1.706  -2.218
Se  -0.733  5.634  -0.150
F  -2.799  3.501  -3.635
C  0.102  -2.720  -1.553
S  0.932  1.983  -0.551
C  -3.425  2.150  -1.823
C  -2.449  2.796  -2.562
F  -1.422  0.602  0.734
O  2.727  0.685  1.686
F  0.142  -3.677  2.484
F  -0.208  3.315  -2.925
O  2.390  -1.422  -1.407
F  -4.702  2.229  -2.195
C  -1.125  2.710  -2.182
F  -4.004  0.769  -0.009
F  -0.825  -3.309  -0.812
F  1.671  -4.282  3.893
C  -1.743  1.344  -0.344
W  1.073  0.616  1.497
C  1.366  -4.199  2.592
O  0.694  -1.080  0.324
F  0.591  -3.592  -2.427
Se  0.142  -0.220  3.458

total energy = -350126.2616 eV
total charge = -1
LUMO level (spin up / spin down) = 0.40 / 0.37 eV
orbital gap (spin up / spin down) = 6.36 / 6.33 eV

***

Entry 2:
DFT (ωB97M-V with the def2-TZVPD basis set) results for a molecular structure, C15H23FeI2N3O8P2.

CARTESIAN COORDINATES (ANGSTROEM)
O  0.572  0.293  -3.682
C  3.812  -2.231  0.343
H  -1.422  -2.383  -0.169
H  -0.601  1.345  2.417
H  -3.138  -1.550  1.161
H  -3.763  -0.147  3.306
H  -2.337  0.537  4.053
O  -1.269  3.372  -0.428
Fe  -0.042  -0.120  0.373
C  4.410  -1.804  2.641
O  -0.769  0.297  -1.466
H  -0.874  -1.091  2.984
N  -1.148  -1.995  0.730
H  -1.074  1.953  -5.060
C  2.298  -0.901  1.823
O  1.186  -0.244  1.947
H  -2.593  -3.051  1.880
H  -0.410  -2.598  1.082
H  2.091  1.603  -2.128
C  -1.776  2.189  -4.262
C  -2.700  0.052  3.142
H  -2.383  3.049  -4.545
H  -2.755  4.933  -1.993
H  3.189  -2.968  -2.917
C  4.005  -2.765  -0.951
H  1.145  -1.669  -2.373
C  1.896  -1.848  -1.612
I  6.507  -3.413  1.232
H  -1.120  2.163  1.084
N  -1.191  1.277  1.590
C  -2.588  1.030  1.981
I  2.804  -0.268  4.707
C  3.060  -2.575  -1.918
N  1.686  -1.336  -0.421
H  -2.429  1.329  -4.113
O  1.245  1.748  -1.686
C  3.218  -1.084  2.841
C  4.712  -2.364  1.432
P  0.052  1.043  -2.526
C  2.619  -1.508  0.555
P  -2.078  2.943  -1.587
H  4.908  -3.323  -1.164
H  5.096  -1.912  3.470
H  -3.126  0.654  1.109
H  -2.166  -1.909  3.822
C  -0.994  2.506  -2.998
H  0.430  3.740  -2.511
O  -3.071  1.718  -1.392
O  -3.111  4.042  -2.093
C  -1.951  -1.273  2.962
C  -2.295  -2.023  1.668
O  -0.186  3.655  -3.252
H  -2.500  0.920  -1.348
H  -3.082  1.965  2.258

total energy = -105954.1358 eV
LUMO level (spin up / spin down) = -0.08 / -0.13 eV
orbital gap (spin up / spin down) = 7.62 / 7.61 eV
2S+1 = 5

***

Entry 3:
DFT (ωB97M-V with the def2-TZVPD basis set) results for a molecular structure, C3H7NO2.

CARTESIAN COORDINATES (ANGSTROEM)
C  1.482  -0.041  -1.050
H  2.397  0.572  -0.896
C  0.997  -0.403  0.392
H  -3.045  -0.784  -0.099
O  -2.711  0.150  -0.094
O  -1.485  0.088  -0.669
H  0.624  0.457  -1.500
H  1.909  -0.951  -1.637
C  -0.254  0.363  0.635
N  -0.684  0.874  1.703
H  -1.661  1.152  1.676
H  1.669  -0.078  1.151
H  0.760  -1.399  0.390

total energy = -8804.9007 eV
LUMO level = 0.77 eV
orbital gap = 10.30 eV

***

Entry 4:
DFT (ωB97M-V with the def2-TZVPD basis set) results for a molecular structure, C10H14BEuFN6.

CARTESIAN COORDINATES (ANGSTROEM)
C  -1.821  -1.624  3.466
C  -0.936  3.831  -2.137
N  -0.614  -0.739  -1.068
F  1.352  -0.762  4.167
H  -1.153  4.705  -2.718
C  -1.514  -2.375  0.110
N  -0.213  1.820  -1.483
H  3.147  0.719  -1.921
H  4.865  0.123  0.148
C  -0.250  2.681  -2.534
C  3.797  0.074  0.143
H  0.203  2.410  -3.475
H  0.764  0.168  -2.556
H  -1.755  -2.966  0.992
H  -1.829  4.254  -0.124
H  -2.103  -1.056  2.558
H  -1.241  -2.574  3.237
C  -1.279  -1.531  -1.939
H  -1.266  -1.287  -2.990
N  1.666  -0.256  0.791
N  -0.858  2.376  -0.400
N  -0.763  -1.251  0.213
H  -1.306  -0.989  4.211
B  0.405  0.380  -1.422
C  -1.290  3.588  -0.784
C  -1.872  -2.573  -1.238
Eu  0.322  -1.552  2.461
H  3.198  -0.566  2.228
H  -2.486  -3.359  -1.634
N  1.672  0.217  -0.519
C  2.951  0.387  -0.915
C  2.956  -0.302  1.206
H  -2.746  -1.971  3.926

total energy = -42243.6681 eV
total charge = +2
LUMO level (spin up / spin down) = -9.99 / -10.18 eV
orbital gap (spin up / spin down) = 5.53 / 5.36 eV
2S+1 = 8

***

Entry 5:
DFT (ωB97M-V with the def2-TZVPD basis set) results for a molecular structure, C34H56InN8O2.

CARTESIAN COORDINATES (ANGSTROEM)
H  1.479  -3.349  5.396
O  0.068  -5.193  4.035
N  -4.602  0.553  2.975
H  3.172  3.081  3.353
N  -2.326  3.997  -2.629
H  -3.594  -0.460  -2.015
H  -3.019  -2.380  2.368
C  -0.937  0.896  -0.825
H  -2.932  1.343  -6.149
H  -0.537  0.283  -1.628
H  -3.530  -3.431  -1.432
H  -4.227  1.076  -1.395
H  -0.073  6.772  2.691
H  1.982  -5.383  3.201
C  3.409  -2.842  1.986
C  -2.367  0.506  -0.429
H  3.051  6.677  -0.883
C  -1.417  -2.183  -1.477
H  -4.421  -2.052  -0.853
C  -1.248  1.582  -8.751
H  1.862  -5.639  4.920
C  -0.311  0.511  -9.068
C  -2.061  1.569  -5.541
H  -1.982  -3.662  4.202
H  -2.365  2.186  -4.695
H  -2.172  1.642  1.373
C  -3.325  0.524  -1.645
H  2.459  -7.496  -2.506
H  0.126  0.122  -8.149
In  2.438  -1.083  0.979
H  -2.799  1.024  -2.456
C  3.500  3.480  2.395
H  4.278  2.835  1.991
C  4.789  6.040  0.089
H  3.902  4.483  2.536
C  -0.495  -4.541  2.950
C  -2.521  0.019  4.445
H  -2.837  -0.329  5.427
C  -2.173  -3.014  2.146
H  -0.127  -3.990  -0.365
N  2.579  8.208  3.582
H  2.765  -3.709  1.905
H  -1.343  -3.220  -1.804
C  -1.609  -3.738  3.189
C  -3.676  -2.788  -0.562
C  -1.453  0.331  -5.063
H  -0.311  0.784  0.057
H  0.868  -5.249  1.485
C  1.741  -6.769  -2.131
C  -2.299  -2.155  -0.231
C  -3.689  0.312  3.624
C  0.000  -4.636  1.659
C  2.323  -6.025  -1.021
H  4.327  -3.099  1.463
O  3.278  -3.475  4.408
H  4.817  -2.486  3.559
H  0.636  4.489  -1.756
H  3.306  0.382  1.566
H  1.419  -2.884  3.693
C  3.733  -2.504  3.446
N  5.503  5.197  0.392
H  0.444  5.965  4.182
H  -0.921  1.943  -1.125
C  -1.228  4.319  -2.690
H  1.208  5.550  2.636
C  -1.657  -3.074  0.844
H  -1.920  -0.754  3.965
H  -2.783  2.598  0.005
C  3.864  7.099  -0.295
C  1.784  7.396  3.433
H  3.455  7.572  0.597
C  1.487  -5.028  4.102
N  2.781  -5.441  -0.148
H  3.381  -1.510  3.736
H  -0.832  -0.294  -9.581
H  -4.022  -3.440  0.234
H  -1.824  -1.635  -2.320
H  -3.858  1.414  0.826
H  -1.917  0.917  4.559
C  0.780  6.359  3.225
H  -3.350  -0.745  0.987
C  0.189  4.659  -2.736
C  2.378  3.521  1.467
H  0.846  -7.290  -1.796
C  1.870  -3.582  4.398
H  2.714  -1.201  -0.787
H  0.694  4.030  -3.466
N  -1.977  2.420  -8.471
H  -1.622  -0.667  1.182
H  1.474  -6.083  -2.933
N  1.493  3.561  0.739
H  -1.345  2.117  -6.139
H  0.310  5.704  -3.016
C  -0.571  -3.911  0.612
N  -0.945  -0.627  -4.688
H  -0.398  -1.851  -1.294
H  0.697  -0.967  1.347
C  -2.846  1.640  0.515
H  4.385  7.848  -0.889
H  0.481  0.892  -9.709
C  -2.409  -0.762  0.435

total energy = -57351.9586 eV
total charge = -1
LUMO level = 1.91 eV
orbital gap = 6.38 eV

***

Entry 6:
DFT (ωB97M-V with the def2-TZVPD basis set) results for a single C7H14O molecule.

CARTESIAN COORDINATES (ANGSTROEM)
H  -4.490  0.910  -0.469
C  -2.596  0.289  -0.657
H  0.644  0.619  1.092
C  2.180  -0.851  1.248
C  0.002  0.217  -1.504
H  2.456  -1.850  0.914
H  -1.757  1.091  -2.403
H  0.771  0.989  -1.559
H  3.975  -0.023  1.984
C  2.989  -0.278  2.379
O  -3.589  1.263  -0.605
H  -2.239  -0.045  0.338
H  -2.878  -0.671  -1.109
H  -1.202  1.898  -0.870
H  -0.596  -1.246  -0.078
H  2.596  0.716  2.620
C  0.352  -0.846  -0.444
H  0.804  -1.698  -0.961
C  -1.405  0.954  -1.381
H  2.991  -0.929  3.249
H  -0.090  -0.197  -2.514
C  1.081  -0.313  0.728

total energy = -9532.1851 eV
LUMO level = 0.90 eV
orbital gap = 10.02 eV
structure (SMILES) = C/C=C/CCCCO

***

Respective energy relative to the best compared isomer or geometry (same formula, charge and spin) values: 0.0; 1.7; 129.8; 2.2; 0.0; 36.5 kcal per mole.